ORCA calculation (ωB97M-V/def2-TZVPD) on a 6-piece molecular cluster, C38H46ClF4NO21S2 overall.

## Properties
Total charge   0
SMILES   C#C[C@]1(COC(F)(F)F)[C@@](N=C=S)([C@@H](C)F)[C@@H](C[C@H](C)Cl)[C@@](COC)(COc2ccccc2)OS1(=O)=O.O=C1OCCO1.O=C1OCCO1.O=C1OCCO1.O=C1OCCO1.O=C1OCCO1
DFT total energy   -4766.1374 Ha
Highest occupied orbital energy   -8.2511 eV

Geometry as XYZ:
```
113
C38H46ClF4NO21S2, DFT ωB97M-V/def2-TZVPD
C -0.19 -3.46 0.65
C -0.29 -2.40 1.25
C -0.59 -0.99 1.85
C -1.55 -1.29 3.11
O -1.90 -2.72 3.12
C -2.96 -2.97 3.98
F -4.16 -2.82 3.28
F -2.93 -2.26 5.17
F -2.87 -4.33 4.34
C -1.25 0.08 0.83
N -2.66 -0.30 0.57
C -2.90 -1.29 -0.14
S -3.13 -2.67 -0.98
C -1.45 1.41 1.75
C -0.90 2.76 1.20
F -2.86 1.65 2.03
C -0.29 0.23 -0.43
C -0.70 1.18 -1.62
C -2.15 1.05 -2.25
C -2.26 -0.22 -3.24
Cl -2.32 2.53 -3.38
C 1.29 0.39 -0.06
C 2.15 -0.86 -0.60
O 1.92 -1.07 -2.02
C 2.78 -2.11 -2.52
C 1.99 1.63 -0.85
O 3.33 1.89 -0.31
C 4.31 1.76 -1.30
C 4.37 2.49 -2.60
C 5.52 2.22 -3.57
C 6.63 1.25 -3.26
C 6.60 0.54 -1.93
C 5.46 0.81 -1.00
O 1.56 0.71 1.33
S 1.13 -0.44 2.41
O 1.07 0.22 3.74
O 2.06 -1.57 2.54
H -0.25 -4.38 0.02
H -1.05 -1.09 4.11
H -2.50 -0.68 3.09
H -1.00 1.29 2.79
H -1.15 3.56 1.98
H -1.52 3.05 0.29
H 0.21 2.83 1.04
H -0.31 -0.81 -0.91
H 0.00 0.92 -2.49
H -0.54 2.29 -1.45
H -3.01 1.14 -1.54
H -3.21 -0.81 -3.09
H -1.40 -0.93 -2.98
H -2.09 0.08 -4.32
H 2.02 -1.80 0.01
H 3.26 -0.60 -0.52
H 3.64 -2.36 -1.82
H 2.13 -3.02 -2.75
H 3.20 -1.76 -3.51
H 1.44 2.61 -0.73
H 2.02 1.43 -1.97
H 3.55 3.21 -2.89
H 5.52 2.77 -4.56
H 7.48 1.01 -3.97
H 7.38 -0.20 -1.58
H 5.44 0.27 0.01
O 8.43 1.73 -5.40
C 9.15 2.66 -5.19
O 10.39 2.82 -5.73
C 10.82 4.14 -5.42
C 10.02 4.47 -4.20
O 8.84 3.70 -4.37
H 11.89 4.16 -5.24
H 10.59 4.80 -6.27
H 10.52 4.16 -3.28
H 9.78 5.54 -4.13
O -6.57 -8.79 5.91
C -5.85 -7.85 6.12
O -4.62 -7.69 5.57
C -4.19 -6.37 5.89
C -4.99 -6.04 7.11
O -6.17 -6.82 6.95
H -3.12 -6.34 6.07
H -4.43 -5.71 5.05
H -4.49 -6.35 8.03
H -5.23 -4.98 7.18
O -2.04 6.08 -3.49
C -3.21 6.30 -3.52
O -4.17 5.36 -3.74
C -5.42 5.97 -3.48
C -5.14 7.43 -3.68
O -3.76 7.54 -3.34
H -6.19 5.60 -4.17
H -5.72 5.74 -2.46
H -5.27 7.75 -4.71
H -5.75 8.07 -3.03
O 1.29 4.42 0.06
C 1.56 5.24 0.88
O 0.85 5.46 2.01
C 1.61 6.33 2.84
C 2.50 7.03 1.85
O 2.64 6.06 0.81
H 0.97 7.02 3.38
H 2.18 5.73 3.56
H 2.04 7.93 1.43
H 3.47 7.29 2.27
O -7.51 -11.21 -0.20
C -7.03 -10.61 0.72
O -7.50 -10.65 1.99
C -6.54 -10.00 2.82
C -5.82 -9.11 1.85
O -5.94 -9.81 0.62
H -7.02 -9.45 3.62
H -5.88 -10.76 3.25
H -6.29 -8.13 1.75
H -4.77 -8.97 2.12
```